Entry 1:
The following is a DFT calculation (the ωB97M-V functional and the def2-TZVPD basis) of a 11-piece molecular cluster, C34H63NO43PS10 overall at a distorted geometry.

Computed properties:
Kohn-Sham gap in eV: 5.706
Charge: -1
HOMO in eV: -4.5

Positions of all 152 atoms, in Å:
1 O 0.256 12.740 3.566
2 S -4.771 -7.443 -6.669
3 C 3.804 6.496 1.942
4 O -8.873 -4.789 2.593
5 H 1.336 4.328 -0.005
6 H 6.468 6.437 0.668
7 O 2.239 -3.151 -3.061
8 C 6.737 1.778 0.746
9 O 5.630 -9.439 -8.890
10 C -4.315 0.687 2.723
11 C -0.234 0.505 -1.319
12 C 3.293 -4.223 -4.870
13 H 4.222 7.558 1.689
14 C -7.640 -2.753 -0.972
15 H 3.538 -5.194 -5.306
16 H 9.551 1.912 0.488
17 O 3.289 7.245 6.131
18 C 6.984 4.229 1.254
19 P 1.834 5.142 1.074
20 C -5.322 1.692 2.170
21 H -1.199 0.253 -1.930
22 O -4.369 -7.980 -5.183
23 H 5.993 5.079 -0.637
24 O 3.408 4.566 0.487
25 H -1.574 -3.775 -7.900
26 C -4.356 -6.885 -4.269
27 H -7.758 -4.334 0.539
28 H 0.404 5.309 1.370
29 C 2.554 4.202 10.886
30 C 1.433 9.752 2.680
31 O 0.251 3.772 10.773
32 H 0.388 9.473 2.850
33 C 5.322 6.270 6.779
34 O 2.714 12.981 2.972
35 S 6.354 -8.496 -7.774
36 C 2.671 0.507 -0.940
37 H 1.044 9.886 0.529
38 H 4.156 6.357 3.066
39 O -5.159 1.642 0.754
40 H 1.051 1.839 3.189
41 H 3.708 -7.486 -8.489
42 H 4.148 -10.477 -7.926
43 H -5.189 -4.868 -4.450
44 O -3.572 -7.367 -7.470
45 H -6.395 -4.498 -0.602
46 O -7.681 -2.825 -2.396
47 H 1.050 5.542 10.027
48 S 1.391 -2.693 -4.376
49 S 0.870 -5.440 -7.633
50 H 2.070 8.872 2.810
51 C 1.932 3.796 2.424
52 C 3.869 -8.324 -7.802
53 O 0.304 2.433 12.877
54 H -1.251 -4.587 -10.185
55 H -12.732 -6.475 2.562
56 O -8.226 -4.988 -1.379
57 O 1.328 -6.811 -7.587
58 N 7.579 3.027 0.505
59 O 0.504 -5.078 -9.181
60 O 7.119 -9.341 -6.885
61 H -4.621 -7.224 -3.264
62 H -5.148 2.704 2.542
63 C -0.432 1.351 0.107
64 H -6.349 1.390 2.402
65 O 5.004 -8.017 -6.994
66 C -0.901 -5.229 -9.372
67 H -4.580 0.348 3.728
68 H 3.926 -4.332 -2.779
69 H 8.746 2.144 2.203
70 O 1.162 11.740 1.465
71 H -6.831 -2.095 -0.646
72 C 0.799 2.616 2.319
73 H 0.977 5.386 11.805
74 H 4.105 -3.517 -5.075
75 O 0.017 -3.103 -4.202
76 C 5.991 5.356 0.523
77 C 1.296 0.129 -1.809
78 O 2.024 5.983 7.872
79 O -9.624 -4.134 -3.264
80 H 5.695 1.789 0.209
81 H -6.390 -6.182 -4.590
82 H -11.861 -6.832 0.304
83 O -7.244 -4.924 -3.671
84 H 3.446 1.649 1.075
85 H 3.313 4.855 11.325
86 S 0.871 2.477 11.548
87 H 3.655 -9.725 -9.468
88 O 1.772 -1.338 -4.709
89 C 8.932 2.681 1.156
90 H 5.696 5.918 5.812
91 H -11.653 -7.881 2.782
92 H -2.531 -5.283 -7.914
93 C 4.578 7.595 6.631
94 S -4.730 0.129 0.323
95 H 2.865 3.909 9.878
96 C 3.008 -4.312 -3.373
97 H 4.443 8.081 7.603
98 O 1.619 -4.340 -7.072
99 C -11.699 -6.829 2.488
100 C -11.137 -6.597 1.088
101 O 4.350 5.337 7.245
102 O 0.849 1.350 10.645
103 O -3.531 0.205 -0.478
104 S 1.478 12.231 2.988
105 S 2.872 5.782 6.719
106 O -4.328 -0.408 1.809
107 S -10.318 -4.747 2.541
108 H 1.744 4.349 3.466
109 H -1.097 -6.276 -9.625
110 O 2.504 4.932 5.610
111 H -0.295 2.984 2.516
112 C -7.441 -4.190 -0.496
113 H -8.598 -2.353 -0.624
114 H 5.083 8.282 5.948
115 O 2.099 -3.699 -5.446
116 H -10.225 -7.181 0.927
117 H 3.767 0.226 -1.318
118 H 1.449 -0.440 -2.821
119 O 1.782 10.762 3.625
120 O -0.648 -5.390 -7.040
121 H 6.153 6.340 7.485
122 H 9.559 3.667 1.279
123 O -10.787 -5.215 1.051
124 H 1.875 6.189 0.052
125 H 2.976 3.263 2.525
126 C 2.478 1.343 0.463
127 O -5.961 -8.146 -7.096
128 O -5.920 -0.573 -0.104
129 O 2.405 3.017 11.667
130 H -1.474 1.684 0.535
131 O -10.894 -6.035 3.358
132 O 2.316 6.477 2.133
133 H 2.672 10.428 1.024
134 O 6.917 -7.348 -8.449
135 C 0.945 1.724 0.914
136 O -5.200 -5.930 -6.238
137 C -1.529 -4.861 -8.030
138 C 4.519 5.189 1.226
139 H 6.608 1.602 1.913
140 H 2.404 -5.194 -3.139
141 H 7.298 0.803 0.347
142 C 1.174 4.854 10.868
143 H -3.305 1.108 2.736
144 H 4.748 4.487 2.143
145 H -3.346 -6.464 -4.256
146 C -5.363 -5.880 -4.822
147 O -11.086 -3.583 2.917
148 S -8.248 -4.285 -2.851
149 C 1.614 10.397 1.308
150 C 4.251 -9.592 -8.561
151 H 2.981 -8.461 -7.181
152 O 7.332 4.313 2.568

Entry 2:
The following is a DFT calculation (the ωB97M-V functional and the def2-TZVPD basis) of a 3-piece molecular cluster, C34H64F3O12P3S overall at a distorted geometry.

Computed properties:
Kohn-Sham gap in eV: 8.672
HOMO in eV: -8.6

Positions of all 117 atoms, in Å:
1 H -6.247 -0.685 -0.260
2 C 4.150 -1.435 2.902
3 C -10.148 2.352 -0.312
4 H 3.123 -0.933 2.746
5 H 4.872 -1.598 7.141
6 H 1.942 4.735 0.729
7 C -4.417 -4.874 -2.444
8 H 7.112 -1.285 -0.500
9 H 0.975 -2.906 -2.998
10 H -0.418 -4.674 -4.558
11 O -9.099 3.272 -0.597
12 C -2.508 -4.216 -4.794
13 H -4.891 0.113 -1.128
14 H -2.549 -4.313 -5.883
15 C 3.738 -1.711 6.934
16 C -9.674 0.918 -0.528
17 C 3.158 3.911 3.159
18 C -5.777 0.273 -0.505
19 H -1.002 -0.773 -0.074
20 H 7.970 0.230 -1.307
21 O 2.708 -1.474 -0.693
22 H -1.033 2.204 -2.853
23 S 8.166 3.079 -1.188
24 P 5.148 0.511 -1.518
25 H 3.350 -3.615 2.957
26 H 5.133 -3.404 2.589
27 O 4.675 2.693 1.667
28 H 3.134 -1.205 7.759
29 O 4.996 -2.615 -1.211
30 C 7.661 -0.289 -0.321
31 C 4.585 5.252 1.491
32 P 7.213 3.258 0.536
33 H -6.505 0.807 -3.172
34 H 3.147 6.449 0.186
35 H -7.271 -0.536 -2.278
36 C -8.586 1.113 -2.687
37 C -9.586 4.546 -0.976
38 C 1.891 -1.705 5.087
39 O -1.041 -3.366 -3.064
40 C 2.643 3.832 0.567
41 C -1.384 1.469 -2.057
42 O -9.631 0.534 -1.904
43 H 4.767 -2.676 4.705
44 H 4.147 1.462 -1.970
45 H 3.382 0.024 5.545
46 H 3.954 -3.037 1.228
47 C 5.649 0.911 0.269
48 O -2.895 -5.495 -4.289
49 H 1.939 -2.426 4.204
50 H 5.459 -0.976 4.770
51 H -11.017 2.546 -0.950
52 F 3.551 2.794 3.970
53 C 0.784 0.123 1.236
54 H -8.822 0.849 -3.723
55 H -1.593 0.454 -2.554
56 C 3.808 3.834 1.658
57 H -8.733 5.175 -1.230
58 C 3.342 -1.120 5.466
59 H -5.881 -3.005 -3.561
60 C -7.205 0.552 -2.367
61 C 4.178 6.298 0.636
62 H 1.505 -2.272 6.002
63 C 5.456 2.537 0.470
64 H -10.407 0.250 -0.066
65 H -8.720 0.725 -0.035
66 H 4.959 7.118 0.426
67 H -5.475 0.754 0.427
68 H -8.607 2.203 -2.629
69 C 4.081 -2.974 2.361
70 H -2.390 1.840 -1.650
71 O 4.705 0.247 1.138
72 C -0.339 1.318 -0.842
73 O 7.004 0.594 0.622
74 H -4.691 -5.205 -1.436
75 C 1.768 1.321 1.463
76 H -10.133 5.007 -0.146
77 H 3.113 4.010 -0.474
78 H -2.267 -5.219 -2.318
79 H 2.506 -2.419 -0.510
80 C -3.133 -5.569 -2.882
81 C 5.327 -0.681 2.059
82 P 4.129 -1.420 -1.641
83 H -6.141 -2.960 -1.783
84 O -4.230 -3.462 -2.397
85 O 3.612 -1.767 -3.256
86 C 0.237 -3.529 -2.480
87 H -0.754 -2.990 -5.052
88 H 7.997 2.739 1.643
89 C -0.284 0.091 0.109
90 C 4.528 -1.568 4.480
91 H 1.230 -0.800 4.813
92 H 3.559 -2.854 6.919
93 H 5.902 -1.540 1.540
94 H 5.974 -0.160 2.862
95 H 0.586 3.387 -1.345
96 H 2.525 1.282 2.307
97 F 1.765 4.124 3.155
98 H 4.981 2.920 -0.492
99 C 0.653 2.485 -0.635
100 H 7.170 4.690 0.772
101 H -5.221 -5.134 -3.139
102 H 3.341 -0.891 -3.618
103 H 0.830 -0.784 1.928
104 C -5.435 -2.749 -2.593
105 H 0.543 -4.579 -2.508
106 C 1.737 2.529 0.509
107 H 5.530 5.388 2.131
108 O -6.697 1.124 -1.163
109 H -10.232 4.465 -1.855
110 H -10.432 2.490 0.738
111 H -3.233 -3.449 -4.520
112 C -1.086 -3.818 -4.414
113 H -5.205 -1.683 -2.596
114 F 3.716 5.050 3.845
115 H -3.238 -6.637 -2.664
116 H 0.179 -3.214 -1.437
117 H 8.666 -0.587 0.172